20
Properties=species:S:1:pos:R:3 method="wB97M-V/def2-TZVPD" homo_lumo_gap_ev=9.39 homo_ev=-8.857 e_tot_ha=-725.4866 smiles=CNCCS.O.O
H -1.17806 -3.31293 1.30579
O -1.54367 -2.47471 1.01899
C -0.04664 1.51028 1.76578
H -0.74367 -1.92783 1.04129
H 2.33006 0.98508 0.23954
C 1.35396 0.57257 -0.05371
H 0.88908 -0.31368 1.73805
H 2.26036 -0.74404 -1.65496
O -2.36168 1.66374 -2.58059
H -0.52734 2.14082 1.01617
H -1.71387 0.97464 -2.35035
H 1.71781 -1.42969 -0.19239
H 0.95091 1.42974 -0.61643
H -3.11361 1.44766 -2.04661
H 0.03222 -2.41093 -1.81135
S -0.10864 -1.09250 -1.70264
H 0.69263 2.11523 2.30529
C 1.45410 -0.65623 -0.93312
H -0.83539 1.16534 2.43155
N 0.49144 0.35744 1.07969